No. 1
{
  "formula": "C6H27N2O5",
  "method": "the ωB97M-V functional and the def2-TZVPD basis",
  "gap_ev": 9.67,
  "total_charge": 1,
  "max_force_ev_per_a": 5.6,
  "homo_ha": -0.455,
  "spin_multiplicity": 1,
  "lumo_ha": -0.100,
  "symbols": ["C", "N", "C", "C", "C", "N", "C", "C", "H", "H", "H", "H", "H", "H", "H", "H", "H", "H", "H", "H", "H", "H", "H", "H", "H", "H", "H", "O", "H", "H", "O", "H", "H", "O", "H", "H", "O", "H", "H", "O"],
  "coordinates": [[1.061, 1.574, 1.323], [1.372, 0.377, 1.928], [2.508, -0.401, 1.311], [2.363, -1.798, 1.921], [-0.128, 1.582, 0.398], [-0.993, 0.320, 0.567], [-1.524, 0.125, 1.918], [-2.271, 1.424, 2.415], [1.843, 1.957, 0.650], [1.007, 2.471, 2.133], [1.541, 0.475, 2.890], [3.432, 0.210, 1.502], [2.363, -0.394, 0.246], [2.760, -2.721, 1.556], [1.221, -2.205, 1.916], [2.679, -1.655, 2.999], [0.233, 1.403, -0.704], [-0.880, 2.442, 0.488], [-0.249, -0.562, 0.435], [-1.732, 0.334, -0.222], [-2.252, -0.692, 1.923], [-0.696, -0.044, 2.756], [-2.821, 1.938, 1.646], [-1.661, 2.062, 2.959], [-3.140, 1.156, 3.146], [0.156, -3.030, -2.459], [-1.045, -2.333, -1.465], [-0.302, -2.305, -2.170], [-2.957, -2.282, -0.413], [-2.381, -0.960, -0.999], [-2.161, -1.734, -0.430], [-2.021, -0.234, -2.873], [-2.231, 1.057, -2.294], [-2.687, 0.240, -2.384], [2.476, 0.665, -2.033], [3.845, 1.569, -1.944], [3.100, 1.236, -1.373], [0.603, -0.016, -4.148], [-0.032, -0.768, -3.047], [0.204, 0.095, -3.371]],
  "forces_ev_per_angstrom": [[0.6, 5.2, 0.9], [0.9, -2.6, -1.1], [-0.9, 0.5, 0.5], [-2.2, -0.3, 2.0], [-1.9, -0.8, -2.4], [2.9, -1.8, -1.0], [-1.0, 1.3, 3.4], [-2.6, -2.6, 0.5], [0.3, -0.2, 0.4], [-0.3, -2.1, -1.7], [0.2, 0.1, 1.3], [-0.3, -1.2, -0.1], [-0.1, 0.0, -0.5], [1.5, 0.1, -0.7], [2.2, 1.7, 0.2], [-0.5, -0.7, -1.0], [-0.7, 1.0, 1.9], [1.5, -1.0, -0.2], [-2.5, 2.7, 0.1], [1.6, -0.1, 2.0], [0.5, 0.0, -0.2], [-1.6, -0.1, -2.6], [0.1, 0.4, -0.6], [1.3, 1.3, 0.7], [1.7, 0.1, -1.1], [1.2, -3.2, -0.5], [1.6, -0.9, -1.2], [-2.6, 4.0, 1.7], [0.0, 0.0, 0.0], [-0.5, -0.7, -0.2], [-0.5, -0.1, -0.2], [0.4, -0.7, -0.9], [0.3, 1.7, 0.0], [-0.4, -0.9, 0.9], [2.3, 2.2, 2.1], [-1.2, -0.6, 0.7], [-1.3, -1.5, -3.0], [2.5, -0.6, -5.0], [0.1, -1.3, 0.5], [-2.4, 1.9, 4.7]]
}

---

No. 2
{
  "formula": "C6H27NO7",
  "method": "the ωB97M-V functional and the def2-TZVPD basis",
  "gap_ev": 9.33,
  "smiles": "CCCCCNCO.O.O.O.O.O.O",
  "max_force_ev_per_a": 3.0,
  "homo_ha": -0.334,
  "spin_multiplicity": 1,
  "lumo_ha": 0.009,
  "symbols": ["C", "C", "C", "C", "C", "N", "C", "O", "H", "H", "H", "H", "H", "H", "H", "H", "H", "H", "H", "H", "H", "H", "H", "O", "H", "H", "O", "H", "H", "O", "H", "H", "O", "H", "H", "O", "H", "H", "O", "H", "H"],
  "coordinates": [[-3.212, 1.876, -1.798], [-2.063, 1.065, -1.067], [-2.472, 0.549, 0.318], [-1.995, 1.571, 1.386], [-0.568, 1.320, 1.823], [-0.266, 0.081, 2.534], [0.432, -0.968, 1.878], [-0.089, -2.326, 1.978], [-2.776, 2.611, -2.539], [-3.942, 2.376, -1.211], [-3.683, 1.198, -2.487], [-1.727, 0.209, -1.759], [-1.141, 1.666, -1.064], [-1.995, -0.482, 0.342], [-3.552, 0.411, 0.281], [-2.011, 2.624, 1.059], [-2.743, 1.346, 2.165], [-0.394, 2.186, 2.491], [0.135, 1.379, 0.962], [-0.532, -0.132, 3.480], [1.445, -1.197, 2.251], [0.379, -0.945, 0.773], [-0.837, -2.281, 2.627], [-1.278, -3.959, -0.572], [-0.400, -4.223, -0.280], [-1.927, -3.842, 0.126], [0.029, -1.984, -1.932], [-0.421, -2.758, -1.530], [0.403, -2.266, -2.818], [3.881, 2.269, 0.247], [3.740, 2.109, 1.178], [4.240, 1.381, -0.014], [1.441, 0.370, -2.763], [1.040, -0.390, -2.362], [0.793, 0.929, -3.189], [3.801, -1.445, 1.951], [2.862, -1.747, 2.111], [3.816, -0.519, 1.775], [4.205, 0.714, -1.971], [3.662, -0.048, -1.819], [3.720, 1.272, -2.562]],
  "forces_ev_per_angstrom": [[2.5, -0.3, -1.7], [-0.1, -0.2, -2.1], [1.4, -0.1, -1.7], [-1.1, -2.1, -0.3], [0.2, 0.6, 0.9], [0.2, -1.0, -1.0], [0.2, -1.5, -1.1], [-2.2, 0.0, 1.8], [-0.3, -0.4, 1.0], [-0.4, 0.3, 0.8], [-0.7, -0.5, 0.0], [-0.8, 1.0, 0.9], [-0.3, 0.1, 0.5], [-0.5, 1.2, 0.9], [0.0, 0.0, 0.4], [-0.6, -0.5, -0.1], [0.7, 0.9, 0.5], [0.7, -0.4, -0.2], [-0.5, 0.1, 0.6], [0.0, 0.7, 0.1], [-0.3, 1.1, -0.1], [0.7, 1.4, 0.5], [0.9, -0.3, -0.9], [0.0, -0.1, -1.2], [-0.5, -0.1, 0.9], [0.6, 0.0, 0.4], [0.9, -0.4, -1.6], [-0.1, 0.4, -0.3], [-0.9, 0.2, 1.6], [0.5, -1.5, 0.1], [-0.2, 0.5, 0.6], [-0.4, 1.4, -0.6], [1.2, 0.7, -0.4], [-0.9, -0.4, 0.4], [-0.4, -0.2, 0.1], [-0.9, -1.9, 0.5], [1.8, 0.8, -0.4], [-0.4, 0.9, -0.1], [1.5, -0.3, 0.5], [-0.6, -0.4, -0.2], [-0.7, 0.4, -0.4]]
}

---

No. 3
{
  "formula": "C6H27NO8",
  "method": "the ωB97M-V functional and the def2-TZVPD basis",
  "gap_ev": 7.65,
  "smiles": "C=C/C=C(\\C)NC.O.O.O.O.O.O.O.O",
  "max_force_ev_per_a": 7.1,
  "homo_ha": -0.278,
  "spin_multiplicity": 1,
  "lumo_ha": 0.003,
  "symbols": ["C", "C", "C", "C", "C", "N", "C", "H", "H", "H", "H", "H", "H", "H", "H", "H", "H", "H", "O", "H", "H", "O", "H", "H", "O", "H", "H", "O", "H", "H", "O", "H", "H", "O", "H", "H", "O", "H", "H", "O", "H", "H"],
  "coordinates": [[-0.694, 4.777, -1.471], [0.404, 4.106, -1.136], [0.368, 2.720, -0.681], [1.388, 1.976, -0.192], [2.810, 2.515, -0.220], [1.223, 0.851, 0.569], [2.218, -0.269, 0.537], [-0.591, 5.810, -1.797], [-1.714, 4.471, -1.286], [1.310, 4.654, -1.409], [-0.627, 2.344, -0.697], [3.224, 2.352, -1.250], [2.789, 3.571, -0.137], [3.399, 2.124, 0.573], [0.302, 0.418, 0.415], [2.502, -0.545, -0.494], [1.782, -1.138, 0.918], [3.114, 0.084, 1.071], [-2.893, 0.443, -2.975], [-2.882, 1.326, -3.427], [-2.418, -0.264, -3.444], [-2.294, 0.097, -0.064], [-1.935, 1.035, 0.110], [-2.690, 0.136, -0.981], [1.343, -2.892, 2.066], [1.599, -3.393, 2.934], [0.651, -2.340, 2.394], [0.362, -3.505, 4.738], [-0.083, -2.634, 4.683], [-0.302, -4.084, 4.409], [-2.627, -2.185, 1.438], [-2.579, -1.495, 0.717], [-2.626, -3.012, 1.067], [-0.352, -0.246, -3.770], [-0.136, 0.028, -4.646], [-0.440, 0.581, -3.157], [0.446, -4.655, -2.231], [0.672, -3.778, -2.558], [1.043, -5.138, -1.733], [-1.309, -1.570, 3.816], [-2.002, -1.187, 4.167], [-1.758, -2.087, 3.132]],
  "forces_ev_per_angstrom": [[-0.2, 1.1, 0.3], [0.1, -0.4, -1.0], [0.8, 0.4, -0.1], [0.7, 1.3, 0.5], [-0.8, -0.4, -1.9], [-0.8, -2.2, -0.7], [0.7, 2.4, -1.3], [-0.1, -0.2, -0.1], [0.0, -0.4, 0.0], [0.2, -0.5, 0.5], [-0.8, -0.6, 0.2], [0.1, -0.3, 1.1], [-0.1, 1.1, 0.3], [0.6, -0.4, 0.3], [0.4, 0.5, 0.3], [0.1, 0.3, 0.1], [-0.4, -1.0, 1.1], [-0.3, -0.7, 0.0], [-0.6, 0.9, 0.3], [0.3, -1.7, 0.2], [0.1, 0.9, -0.3], [0.3, 2.1, -0.9], [-1.0, -2.3, -0.4], [0.6, 0.2, 1.0], [1.5, -2.1, 2.0], [-0.8, 1.3, -2.2], [-0.9, 0.7, 0.3], [0.8, 1.0, 0.5], [0.2, -0.4, 0.0], [-0.8, -0.9, -0.4], [-0.1, 3.6, 0.8], [0.1, -0.7, 1.1], [0.0, -3.0, -1.6], [-0.5, 1.3, 2.7], [0.3, 0.7, -0.8], [0.5, -2.1, -1.9], [-3.1, 1.1, -1.9], [0.7, -0.5, 0.6], [2.3, -0.5, 1.3], [4.8, -3.1, -2.7], [-5.2, 3.5, 3.3], [0.3, -0.1, -0.8]]
}

---

No. 4
{
  "formula": "C6H27NO8",
  "method": "the ωB97M-V functional and the def2-TZVPD basis",
  "gap_ev": [10.12, 6.51],
  "s2": 0.758,
  "total_charge": 1,
  "max_force_ev_per_a": 7.3,
  "homo_ha": [-0.504, -0.504],
  "spin_multiplicity": 2,
  "lumo_ha": [-0.132, -0.265],
  "symbols": ["C", "N", "C", "C", "C", "C", "C", "H", "H", "H", "H", "H", "H", "H", "H", "H", "H", "H", "H", "H", "O", "H", "H", "O", "H", "H", "O", "H", "H", "O", "H", "H", "O", "H", "H", "O", "H", "H", "O", "H", "H", "O"],
  "coordinates": [[2.159, -0.497, -1.376], [-0.389, -1.663, -0.511], [-0.138, -0.227, -0.387], [1.103, 0.261, -0.697], [1.186, 1.627, -0.175], [1.017, 1.712, 1.161], [0.616, 2.964, 1.797], [2.734, -1.061, -0.436], [2.677, 0.392, -1.790], [1.998, -1.411, -1.985], [-1.252, -2.025, -0.134], [-0.244, -2.165, -1.317], [-0.904, 0.383, 0.115], [1.361, 2.415, -0.871], [0.967, 0.897, 1.792], [1.373, 3.776, 1.690], [0.678, 2.855, 2.899], [-0.428, 3.054, 1.408], [-3.452, 3.709, 0.305], [-3.017, 2.662, 1.453], [-3.622, 2.908, 0.706], [-0.984, -0.519, 1.934], [-1.732, -1.464, 2.589], [-1.728, -0.490, 2.450], [-4.216, -0.301, 0.566], [-4.823, 0.497, -0.559], [-4.436, -0.389, -0.383], [-3.164, 1.052, 3.228], [-1.997, 1.770, 3.749], [-2.821, 1.975, 3.338], [2.516, -4.217, -0.871], [1.170, -3.100, -0.853], [2.077, -3.442, -0.502], [1.926, -2.060, 1.861], [3.110, -1.269, 1.534], [2.625, -1.678, 2.344], [1.033, 0.214, -5.020], [2.305, 0.387, -4.295], [1.697, -0.286, -4.617], [1.653, -2.702, -3.617], [0.420, -1.885, -3.417], [0.946, -2.662, -3.105]],
  "forces_ev_per_angstrom": [[1.5, 0.0, 2.2], [-1.0, 4.7, 2.3], [-1.7, -5.2, 0.3], [-0.5, 0.0, -0.1], [0.8, -1.7, 0.6], [-0.2, 2.1, -2.2], [0.9, 0.8, 1.7], [-0.8, 1.8, -2.2], [1.0, -1.4, -0.2], [-0.5, 1.3, 0.1], [-0.4, 0.5, 0.4], [1.3, -1.0, -2.7], [0.3, -0.6, -0.3], [0.2, 0.8, -0.1], [0.0, -2.1, 0.8], [-1.1, -0.1, -0.8], [-0.8, -0.1, -0.5], [0.8, 1.0, 0.7], [0.9, 2.6, -0.8], [-0.8, 1.0, -0.7], [-0.2, -3.7, 1.7], [3.2, 1.0, -2.1], [-0.9, 0.7, 0.7], [-2.3, -1.9, 1.6], [-0.2, -0.2, -0.6], [0.3, -0.8, 0.0], [0.0, 1.0, 0.7], [0.1, 1.3, 0.0], [1.1, 0.1, 0.6], [-1.2, -1.2, -0.7], [-1.0, 0.1, -0.5], [3.1, -2.3, 0.3], [-1.7, 1.8, 0.5], [-1.7, -1.4, -0.6], [-0.6, -0.9, 2.5], [2.3, 2.3, -1.8], [-1.8, 1.1, -1.3], [0.3, -0.1, 0.0], [1.4, -0.9, 1.2], [5.0, -0.3, -3.9], [0.9, -1.0, -0.1], [-6.3, 1.1, 3.6]]
}